# C33H30BrN4O2Pb

C33H30BrN4O2Pb as an isolated structure (ωB97M-V/def2-TZVPD, the OMol25 dataset).

Geometry as XYZ:
```
71
Properties=species:S:1:pos:R:3:forces:R:3:lowdin_charge:R:1
Pb -0.2063 0.2848 0.1951 -0.03 0.19 -0.09 1.462
C 1.0825 -3.7097 2.6122 -0.02 0.07 0.11 0.001
C -0.0314 -3.4831 1.6558 0.45 -0.36 -0.35 -0.197
C 0.0131 -4.0041 0.3792 0.06 0.10 0.24 0.031
C -1.0990 -3.9215 -0.4650 0.35 -0.23 -0.14 -0.166
C -1.0572 -4.4925 -1.8282 -0.05 0.10 -0.02 0.013
C -2.3029 -3.3141 0.0242 -0.27 0.17 0.49 0.061
C -2.3609 -2.7181 1.2676 -0.19 0.03 -0.25 -0.256
C -3.6276 -2.1102 1.7908 -0.07 -0.10 0.13 -0.014
C -1.2120 -2.7783 2.0712 -0.36 -0.25 0.04 0.082
H 0.9164 -4.6677 3.1205 -0.04 0.01 0.00 0.129
H 1.1219 -2.9444 3.3856 0.04 0.02 0.00 0.084
H 2.0442 -3.7888 2.1077 0.00 0.01 -0.02 0.099
H 0.8998 -4.5301 0.0479 0.01 0.04 -0.06 0.148
H -1.3349 -5.5550 -1.7792 -0.03 -0.01 0.04 0.137
H -0.0544 -4.4525 -2.2513 0.01 -0.04 0.02 0.108
H -1.7706 -4.0090 -2.4953 -0.01 -0.03 0.00 0.091
H -3.2040 -3.3818 -0.5746 0.05 0.09 -0.12 0.145
H -4.1510 -2.8457 2.4073 -0.01 0.04 0.01 0.113
H -4.3067 -1.8256 0.9892 0.03 0.04 -0.01 0.089
H -3.4279 -1.2475 2.4260 -0.02 0.03 -0.03 0.092
H -1.2538 -2.3763 3.0787 0.07 0.05 -0.01 0.150
O 2.7181 1.4545 -3.0317 0.38 -0.03 -0.34 0.324
C 1.7014 1.2714 -2.4021 -1.41 -0.12 1.11 -0.469
O 1.4446 1.2768 -1.1748 0.51 0.01 -0.42 -0.154
C 0.4308 0.9672 -3.3547 0.18 0.22 -0.87 -0.165
C 0.4888 1.4573 -4.6695 0.09 -0.13 0.01 0.045
C -0.5949 1.1689 -5.4594 0.08 0.19 -0.28 0.061
C -1.6723 0.4113 -4.9703 -0.09 -0.14 0.63 -0.116
C -2.8089 0.0751 -5.7416 -0.07 0.04 -0.22 0.015
C -3.8062 -0.6958 -5.2182 0.02 0.06 -0.08 -0.024
C -3.7124 -1.1816 -3.8973 0.13 0.01 0.08 -0.032
C -2.6306 -0.8730 -3.1161 -0.05 -0.12 0.20 -0.038
C -1.6036 -0.0575 -3.6184 -0.02 0.36 -0.77 -0.189
N -0.5333 0.2981 -2.8610 0.42 -0.40 1.00 0.141
H 1.3516 2.0113 -5.0097 -0.05 0.04 -0.05 0.136
H -0.5994 1.5002 -6.4921 -0.04 0.00 0.01 0.148
H -2.8803 0.4496 -6.7552 0.02 -0.03 -0.01 0.137
H -4.6697 -0.9503 -5.8171 0.00 0.03 -0.01 0.128
H -4.5064 -1.8095 -3.5136 0.03 -0.01 0.02 0.120
H -2.5200 -1.2760 -2.1159 -0.08 0.05 0.08 0.081
N 0.4672 2.4684 1.1272 -0.01 -0.04 -0.02 0.016
C -0.5793 3.4746 1.1861 -0.03 0.25 0.07 -0.224
C -0.3491 4.7285 1.6880 0.07 -0.20 -0.10 0.019
C -1.3573 5.7085 1.6684 -0.19 0.10 -0.04 -0.020
C -2.5939 5.4188 1.1632 0.11 0.04 0.08 0.016
C -2.8729 4.1254 0.6671 0.17 -0.11 0.02 -0.125
C -4.1350 3.7608 0.1557 0.03 -0.16 -0.04 0.049
C -4.3400 2.4828 -0.2983 -0.12 0.15 0.03 -0.011
C -3.2806 1.5747 -0.2496 0.11 0.03 0.00 -0.127
N -2.0790 1.8791 0.2091 0.00 -0.03 -0.08 -0.062
C -1.8519 3.1402 0.6752 -0.14 0.20 0.05 -0.172
H 0.9741 2.4412 2.0090 -0.04 -0.11 0.02 0.106
H 1.1537 2.7495 0.4281 0.07 -0.05 0.02 0.096
H 0.6242 4.9826 2.0913 0.02 -0.02 -0.03 0.134
H -1.1390 6.6996 2.0405 -0.01 -0.01 0.05 0.129
H -3.3713 6.1713 1.1440 -0.01 0.00 -0.01 0.136
H -4.9298 4.4955 0.1296 -0.02 0.00 0.01 0.142
H -5.2989 2.1723 -0.6876 0.01 -0.01 -0.01 0.124
H -3.4198 0.5632 -0.6106 -0.01 -0.08 -0.03 0.096
Br 5.4396 -2.0362 1.1232 -0.29 0.15 0.18 0.843
C 3.9719 -1.2541 2.0182 0.23 -0.13 -0.18 -0.660
C 3.9906 -1.0360 3.3889 -0.02 0.02 -0.08 -0.057
C 2.8698 -0.4703 3.9803 -0.05 0.01 0.01 -0.021
C 1.7791 -0.1520 3.1892 0.11 -0.02 0.09 -0.161
N 1.7729 -0.3508 1.8664 -0.23 0.15 -0.09 -0.088
C 2.8479 -0.8862 1.2906 0.19 -0.04 0.05 -0.210
H 4.8599 -1.2941 3.9787 0.01 -0.02 -0.01 0.129
H 2.8488 -0.2769 5.0440 -0.02 -0.01 0.00 0.129
H 0.8836 0.2756 3.6281 0.01 0.03 0.00 0.116
H 2.8325 -1.0148 0.2137 -0.02 -0.03 0.00 0.102
```
Forces are in eV/Å.

## Properties
Total charge = +3
Kohn-Sham gap (alpha / beta) = 0.1649 / 0.1607 Ha
E_tot = -120027.6578 eV